The following is a quantum chemistry calculation of the ion C32H37N4O3 with charge +1, from OMol25.

Molar mass, Da: 525.673
Energy, hartree: -1685.9828
SMILES string: CN1C(=O)[C@@H](Cc2ccccc2)N(/C=C/[C@@H](c2ccc([N+](=O)[O-])cc2)[N@H+]2CCC[C@@H]2c2ccccc2)C1(C)C
Largest force on an atom, eV Å⁻¹: 4.17
Total charge: +1
HOMO-LUMO gap, Ha: 0.2708
Lowest unoccupied orbital energy, eV: -3.534
Energy relative to the best compared isomer or geometry (same formula, charge and spin), eV: 0.035

```
76
C32H37N4O3 | OMol25 | ωB97M-V/def2-TZVPD
C -3.315 -3.581 1.601
N -3.052 -2.162 1.635
C -2.792 -1.514 2.811
O -2.803 -2.015 3.933
C -2.503 -0.048 2.470
C -1.129 0.424 2.963
C -1.079 0.610 4.465
C -0.089 -0.023 5.224
C -0.121 0.053 6.616
C -1.115 0.812 7.255
C -2.065 1.500 6.489
C -2.038 1.416 5.095
N -2.640 -0.034 1.015
C -2.501 1.135 0.301
C -2.329 1.180 -1.049
C -1.889 2.399 -1.847
C -2.157 2.309 -3.377
C -1.688 3.287 -4.294
C -1.920 3.161 -5.666
C -2.395 1.935 -6.183
N -2.334 1.692 -7.580
O -2.594 0.544 -8.006
O -1.994 2.627 -8.343
C -2.749 0.899 -5.299
C -2.732 1.143 -3.923
C -2.865 -1.358 0.429
C -1.638 -1.875 -0.345
C -4.129 -1.406 -0.443
H -3.469 -3.938 2.621
H -4.210 -3.781 1.003
H -2.476 -4.128 1.153
H -3.304 0.571 2.924
H -0.375 -0.321 2.656
H -0.885 1.375 2.461
H 0.686 -0.595 4.701
H 0.630 -0.479 7.203
H -1.148 0.863 8.342
H -2.835 2.108 6.973
H -2.767 1.955 4.483
H -2.553 2.022 0.951
H -2.381 0.244 -1.594
H -0.785 2.393 -1.813
H -1.142 4.185 -3.974
H -1.697 3.964 -6.369
H -3.048 -0.059 -5.716
H -3.186 0.382 -3.290
H -0.781 -1.965 0.337
H -1.873 -2.858 -0.772
H -1.350 -1.210 -1.161
H -5.015 -1.305 0.198
H -4.142 -0.603 -1.184
H -4.173 -2.369 -0.965
C -6.974 5.568 -1.852
C -6.294 5.283 -3.039
C -4.914 5.063 -3.019
C -4.224 5.121 -1.803
C -2.712 4.949 -1.793
C -1.935 6.020 -1.012
C -0.837 5.309 -0.228
C -1.326 3.884 -0.004
N -2.316 3.578 -1.141
C -4.903 5.406 -0.604
C -6.283 5.639 -0.637
H -8.047 5.756 -1.871
H -6.821 5.236 -3.991
H -4.354 4.855 -3.936
H -2.340 4.935 -2.813
H -1.538 6.777 -1.698
H -2.607 6.549 -0.323
H 0.127 5.310 -0.759
H -0.672 5.783 0.745
H -0.510 3.151 -0.023
H -1.884 3.814 0.944
H -3.183 3.315 -0.669
H -4.350 5.468 0.344
H -6.802 5.880 0.293
```

Results of the Mulliken charge analysis, in e, for atoms 1 through 5: number 1, C, carries -0.95; number 2, N, carries 0.25; number 3, C, carries 0.04; number 4, O, carries -0.69; number 5, C, carries -0.04